Version a
The following is a quantum chemistry calculation of a cluster of 24 separate species, C48H144O24 in total, from the OMol25 dataset.

Atoms and positions in Å:
C1 -3.88 3.75 -3.88
C2 -2.55 4.29 -4.40
O1 -2.72 5.42 -5.27
H1 -3.74 2.80 -3.37
H2 -4.61 3.74 -4.70
H3 -4.36 4.24 -3.03
H4 -2.02 3.51 -4.95
H5 -1.93 4.42 -3.51
H6 -3.15 6.11 -4.76
C3 4.59 -1.21 -3.57
C4 3.78 -1.27 -2.28
O2 2.41 -1.30 -2.56
H7 5.65 -1.25 -3.32
H8 4.39 -0.28 -4.11
H9 4.33 -2.07 -4.20
H10 4.09 -0.42 -1.67
H11 4.04 -2.15 -1.69
H12 2.34 -2.21 -2.85
C5 0.30 0.02 -0.08
C6 -0.82 0.98 -0.29
O3 -0.62 2.21 0.41
H13 0.33 -0.40 0.92
H14 1.20 0.48 -0.48
H15 0.15 -0.88 -0.69
H16 -1.65 0.51 0.25
H17 -1.12 1.08 -1.33
H18 -0.02 2.75 -0.11
C7 6.77 1.94 1.80
C8 6.10 2.48 0.58
O4 6.54 3.84 0.38
H19 6.63 2.55 2.69
H20 7.84 1.91 1.60
H21 6.43 0.94 2.08
H22 5.03 2.55 0.78
H23 6.37 1.87 -0.28
H24 6.13 4.15 -0.43
C9 -2.51 -7.56 -0.26
C10 -1.54 -6.89 0.65
O5 -0.67 -6.24 -0.18
H25 -2.96 -6.87 -0.97
H26 -3.35 -8.00 0.28
H27 -2.05 -8.42 -0.75
H28 -0.97 -7.60 1.25
H29 -1.97 -6.18 1.35
H30 -0.98 -5.36 -0.40
C11 4.21 -4.06 4.87
C12 2.87 -3.41 5.06
O6 2.48 -3.16 6.40
H31 4.98 -3.53 5.43
H32 4.51 -4.16 3.82
H33 4.22 -5.06 5.31
H34 2.12 -3.98 4.52
H35 2.84 -2.42 4.60
H36 3.08 -2.46 6.67
C13 -6.61 -4.57 1.04
C14 -5.83 -3.23 1.00
O7 -4.40 -3.48 1.23
H37 -6.38 -5.22 0.20
H38 -7.67 -4.38 0.87
H39 -6.54 -5.14 1.97
H40 -6.30 -2.46 1.62
H41 -5.94 -2.75 0.03
H42 -4.40 -3.50 2.19
C15 -2.22 -4.03 -2.81
C16 -3.32 -4.11 -1.75
O8 -2.85 -4.56 -0.55
H43 -2.24 -4.93 -3.42
H44 -1.30 -3.67 -2.35
H45 -2.54 -3.43 -3.66
H46 -4.10 -4.76 -2.15
H47 -3.89 -3.20 -1.55
H48 -3.61 -4.39 0.02
C17 -6.86 1.16 2.54
C18 -5.68 0.87 1.57
O9 -5.88 1.59 0.39
H49 -6.92 2.12 3.05
H50 -6.92 0.44 3.36
H51 -7.86 1.19 2.09
H52 -5.67 -0.19 1.30
H53 -4.69 0.98 2.02
H54 -5.48 2.45 0.48
C19 -4.37 -1.22 5.08
C20 -5.26 -2.49 4.95
O10 -4.50 -3.64 4.46
H55 -3.38 -1.55 5.41
H56 -4.79 -0.46 5.74
H57 -4.29 -0.80 4.08
H58 -6.18 -2.24 4.41
H59 -5.60 -2.80 5.93
H60 -3.84 -3.87 5.12
C21 3.11 -2.10 1.58
C22 4.52 -1.51 1.52
O11 4.92 -1.15 2.83
H61 3.02 -3.09 2.02
H62 2.71 -2.19 0.57
H63 2.49 -1.47 2.21
H64 4.44 -0.69 0.80
H65 5.28 -2.21 1.18
H66 4.40 -0.42 3.17
C23 5.16 2.48 -3.31
C24 5.66 3.88 -3.58
O12 6.50 4.38 -2.52
H67 6.01 2.00 -2.82
H68 4.94 1.98 -4.25
H69 4.41 2.27 -2.55
H70 4.74 4.42 -3.81
H71 6.16 3.97 -4.54
H72 7.11 4.88 -3.08
C25 -2.70 -1.93 -7.86
C26 -2.04 -2.39 -6.53
O13 -1.65 -1.21 -5.94
H73 -1.93 -1.36 -8.37
H74 -3.61 -1.33 -7.76
H75 -2.93 -2.85 -8.39
H76 -1.13 -2.97 -6.69
H77 -2.71 -2.97 -5.90
H78 -1.00 -1.41 -5.26
C27 2.07 4.37 0.38
C28 2.24 3.31 -0.76
O14 1.11 3.25 -1.61
H79 1.63 5.28 -0.03
H80 2.97 4.49 0.98
H81 1.32 3.95 1.05
H82 2.62 2.39 -0.32
H83 3.01 3.49 -1.51
H84 1.41 2.82 -2.41
C29 4.74 7.48 -1.90
C30 3.61 7.15 -0.90
O15 3.20 8.26 -0.06
H85 4.39 8.26 -2.58
H86 5.00 6.65 -2.56
H87 5.69 7.82 -1.49
H88 4.06 6.37 -0.28
H89 2.70 6.70 -1.30
H90 4.05 8.59 0.23
C31 -6.28 -0.49 -3.35
C32 -7.59 0.01 -2.75
O16 -7.41 -0.36 -1.38
H91 -6.05 -1.53 -3.14
H92 -5.52 0.14 -2.89
H93 -6.29 -0.23 -4.41
H94 -8.37 -0.50 -3.32
H95 -7.89 1.05 -2.82
H96 -6.70 0.21 -1.09
C33 0.13 0.47 4.93
C34 -0.12 1.75 4.10
O17 0.79 1.83 2.89
H97 1.14 0.45 5.35
H98 -0.07 -0.37 4.27
H99 -0.65 0.29 5.67
H100 0.10 2.56 4.80
H101 -1.18 1.77 3.85
H102 0.20 1.94 2.14
C35 -3.29 5.89 -0.28
C36 -3.42 4.33 0.08
O18 -4.70 4.12 0.73
H103 -3.25 6.59 0.56
H104 -4.21 6.25 -0.73
H105 -2.40 6.03 -0.89
H106 -2.65 4.07 0.80
H107 -3.40 3.78 -0.86
H108 -4.51 4.57 1.56
C37 0.93 6.12 4.02
C38 1.62 7.46 3.96
O19 2.72 7.40 4.89
H109 1.38 5.24 3.57
H110 -0.07 6.29 3.61
H111 0.74 5.94 5.08
H112 0.95 8.25 4.33
H113 1.97 7.57 2.94
H114 3.56 7.13 4.52
C39 2.31 -6.67 2.43
C40 2.65 -6.08 1.05
O20 1.99 -6.92 0.21
H115 2.71 -7.67 2.61
H116 1.24 -6.74 2.61
H117 2.55 -5.97 3.24
H118 3.73 -6.05 0.88
H119 2.18 -5.10 0.89
H120 1.14 -6.57 -0.06
C41 0.79 -4.58 -4.80
C42 1.50 -4.92 -3.47
O21 2.51 -4.04 -3.18
H121 0.11 -3.77 -4.52
H122 0.15 -5.41 -5.10
H123 1.46 -4.30 -5.61
H124 1.88 -5.94 -3.51
H125 0.76 -4.79 -2.68
H126 2.78 -4.20 -2.28
C43 0.07 1.53 -5.26
C44 0.16 1.38 -3.78
O22 1.53 1.30 -3.49
H127 0.62 0.75 -5.79
H128 0.56 2.44 -5.60
H129 -0.96 1.44 -5.61
H130 -0.35 0.52 -3.35
H131 -0.33 2.21 -3.27
H132 1.81 0.39 -3.42
C45 3.84 3.28 4.62
C46 3.89 1.76 4.44
O23 3.35 1.41 3.15
H133 4.33 3.73 5.48
H134 2.80 3.60 4.69
H135 4.22 3.59 3.65
H136 3.48 1.13 5.23
H137 4.93 1.44 4.45
H138 2.45 1.74 3.06
C47 -0.74 -2.59 2.93
C48 -0.95 -3.40 1.66
O24 -1.40 -2.58 0.62
H139 -0.74 -3.25 3.79
H140 -1.58 -1.94 3.16
H141 0.20 -2.05 2.86
H142 -1.75 -4.12 1.85
H143 -0.08 -4.00 1.41
H144 -2.01 -3.15 0.15

Orbital gap ... 9.80 eV
Molar mass ... 1105.66 g mol⁻¹
HOMO ... -9.490 eV

Atomic partial charges in e from the Löwdin method, atoms 1 to 8: -0.090 -0.300 -0.068 0.065 0.080 0.055 0.091 0.099

=====

Version b
The following is a quantum chemistry calculation of a cluster of 24 separate species, C48H144O24 in total, from the OMol25 dataset.

Atoms and positions in Å:
C1 0.51 -2.48 -2.79
C2 -0.39 -2.06 -3.91
O1 -0.95 -0.77 -3.49
H1 -0.14 -2.65 -1.89
H2 1.15 -1.61 -2.57
H3 1.07 -3.42 -2.95
H4 -1.21 -2.76 -4.06
H5 0.22 -1.95 -4.81
H6 -1.40 -0.38 -4.25
C3 -1.29 1.04 7.49
C4 -0.14 2.00 7.87
O2 1.02 1.77 7.06
H7 -1.03 -0.01 7.69
H8 -1.56 1.14 6.41
H9 -2.20 1.32 8.12
H10 0.02 1.83 8.90
H11 -0.50 2.99 7.69
H12 1.63 2.48 7.15
C5 -4.26 3.10 -0.40
C6 -3.47 4.27 0.35
O3 -2.09 4.25 -0.02
H13 -4.09 2.15 0.12
H14 -3.98 3.02 -1.45
H15 -5.32 3.30 -0.27
H16 -3.55 4.16 1.42
H17 -3.87 5.23 0.03
H18 -1.57 4.28 0.82
C7 3.84 1.99 3.68
C8 4.54 1.27 2.55
O4 5.07 -0.09 2.87
H19 2.79 1.68 3.74
H20 3.84 3.05 3.45
H21 4.33 1.90 4.63
H22 5.33 1.98 2.21
H23 3.83 1.20 1.71
H24 5.88 0.12 3.40
C9 3.45 5.83 -3.85
C10 1.93 6.06 -3.68
O5 1.43 5.36 -2.55
H25 3.57 4.83 -3.42
H26 3.93 6.52 -3.18
H27 3.74 5.86 -4.92
H28 1.45 5.71 -4.59
H29 1.66 7.11 -3.62
H30 0.42 5.21 -2.57
C11 -1.62 -4.61 6.35
C12 -0.20 -5.02 6.81
O6 0.52 -5.27 5.63
H31 -2.16 -4.44 7.30
H32 -2.08 -5.36 5.76
H33 -1.50 -3.67 5.79
H34 -0.18 -5.96 7.31
H35 0.22 -4.19 7.38
H36 1.39 -5.60 5.81
C13 4.37 3.77 -0.48
C14 3.04 3.06 -0.39
O7 2.55 3.41 0.90
H37 4.22 4.73 -0.03
H38 4.78 4.01 -1.47
H39 5.26 3.29 0.08
H40 3.04 1.99 -0.41
H41 2.35 3.50 -1.15
H42 1.70 2.86 0.98
C15 0.44 -0.88 -8.37
C16 1.18 0.24 -7.69
O8 0.25 1.27 -7.53
H43 -0.25 -1.38 -7.66
H44 1.17 -1.62 -8.77
H45 -0.16 -0.43 -9.15
H46 1.93 0.60 -8.40
H47 1.53 -0.06 -6.72
H48 0.76 2.01 -7.16
C17 -5.31 -4.70 -2.35
C18 -3.99 -5.02 -2.99
O9 -2.90 -4.27 -2.55
H49 -5.27 -4.86 -1.28
H50 -6.06 -5.26 -2.92
H51 -5.66 -3.65 -2.44
H52 -4.14 -4.93 -4.06
H53 -3.76 -6.07 -2.85
H54 -3.17 -3.36 -2.48
C19 -0.58 -6.19 -1.67
C20 -0.19 -6.97 -0.48
O10 1.23 -7.20 -0.55
H55 -0.34 -6.83 -2.54
H56 0.04 -5.28 -1.69
H57 -1.61 -5.88 -1.62
H58 -0.79 -7.91 -0.49
H59 -0.34 -6.49 0.50
H60 1.43 -7.84 0.15
C21 -1.75 4.40 -4.80
C22 -2.23 4.10 -3.40
O11 -1.24 4.66 -2.51
H61 -1.57 5.48 -4.88
H62 -2.47 4.05 -5.55
H63 -0.78 3.91 -4.99
H64 -2.42 3.02 -3.27
H65 -3.18 4.65 -3.27
H66 -1.60 4.71 -1.56
C23 -5.12 -0.95 -0.73
C24 -3.73 -0.41 -1.04
O12 -2.73 -1.44 -1.37
H67 -5.56 -1.33 -1.71
H68 -5.67 -0.18 -0.27
H69 -4.93 -1.80 -0.06
H70 -3.41 -0.04 -0.06
H71 -3.75 0.33 -1.84
H72 -2.07 -1.13 -2.04
C25 1.19 6.48 0.42
C26 1.51 6.81 1.89
O13 2.62 6.09 2.38
H73 0.26 6.94 0.20
H74 1.00 5.43 0.27
H75 1.98 6.75 -0.29
H76 0.61 6.61 2.55
H77 1.81 7.85 1.90
H78 2.55 5.20 1.99
C27 0.16 3.86 4.64
C28 -0.95 4.17 3.58
O14 -0.43 4.06 2.26
H79 1.06 4.52 4.49
H80 0.40 2.79 4.56
H81 -0.10 4.16 5.67
H82 -1.32 5.17 3.76
H83 -1.76 3.42 3.72
H84 -0.09 3.16 2.08
C29 -1.89 -0.45 4.11
C30 -3.05 -1.48 3.89
O15 -3.67 -1.46 2.60
H85 -1.10 -0.62 3.43
H86 -1.53 -0.47 5.14
H87 -2.27 0.54 3.90
H88 -3.85 -1.32 4.60
H89 -2.67 -2.49 4.11
H90 -3.14 -1.95 1.93
C31 -4.65 2.64 4.21
C32 -5.18 1.45 3.58
O16 -4.55 1.18 2.34
H91 -4.70 3.48 3.50
H92 -3.59 2.41 4.43
H93 -5.13 2.93 5.14
H94 -6.26 1.46 3.39
H95 -5.04 0.56 4.22
H96 -4.26 0.23 2.37
C33 5.22 -0.25 -0.96
C34 5.45 -1.59 -1.66
O17 4.97 -1.47 -3.00
H97 5.83 0.59 -1.34
H98 5.50 -0.42 0.07
H99 4.15 -0.06 -1.04
H100 4.85 -2.35 -1.12
H101 6.53 -1.86 -1.58
H102 5.05 -2.31 -3.47
C35 -0.49 -3.99 2.34
C36 -1.11 -4.02 0.96
O18 -1.90 -2.82 0.92
H103 0.52 -4.35 2.36
H104 -1.08 -4.57 3.06
H105 -0.51 -2.90 2.50
H106 -1.72 -4.91 0.81
H107 -0.41 -3.96 0.17
H108 -2.08 -2.54 0.01
C37 4.13 -4.94 -3.87
C38 3.40 -5.90 -2.99
O19 3.06 -5.32 -1.71
H109 4.30 -5.36 -4.89
H110 5.14 -4.70 -3.44
H111 3.57 -3.99 -3.87
H112 3.99 -6.82 -2.87
H113 2.42 -6.16 -3.44
H114 2.32 -5.78 -1.33
C39 2.25 -1.85 0.19
C40 2.25 -1.69 1.72
O20 0.96 -1.09 2.06
H115 2.02 -0.94 -0.31
H116 1.55 -2.57 -0.09
H117 3.23 -2.21 -0.05
H118 3.00 -1.00 2.12
H119 2.45 -2.63 2.24
H120 0.76 -1.36 2.95
C41 -3.47 -1.64 -6.13
C42 -3.20 -0.23 -6.54
O21 -2.06 0.30 -5.87
H121 -2.61 -2.24 -6.49
H122 -4.35 -1.93 -6.73
H123 -3.77 -1.80 -5.11
H124 -4.00 0.50 -6.37
H125 -3.07 -0.23 -7.61
H126 -1.44 0.61 -6.51
C43 -0.20 1.30 -0.53
C44 -0.73 1.15 0.88
O22 0.34 1.55 1.77
H127 0.63 0.70 -0.86
H128 0.05 2.38 -0.72
H129 -1.07 1.09 -1.23
H130 -0.99 0.10 1.07
H131 -1.59 1.75 1.15
H132 0.71 0.68 2.10
C45 1.41 1.98 -4.16
C46 2.22 1.03 -3.37
O23 2.78 0.07 -4.25
H133 0.65 1.48 -4.68
H134 2.00 2.47 -4.98
H135 0.97 2.84 -3.66
H136 1.56 0.54 -2.59
H137 3.04 1.47 -2.77
H138 3.46 -0.42 -3.77
C47 2.96 -1.83 5.56
C48 1.53 -2.06 5.93
O24 0.76 -2.33 4.77
H139 3.66 -1.69 6.43
H140 3.14 -0.99 4.91
H141 3.23 -2.70 4.93
H142 1.15 -1.14 6.47
H143 1.46 -2.85 6.68
H144 0.75 -3.30 4.68

Orbital gap ... 9.24 eV
Molar mass ... 1105.66 g mol⁻¹
HOMO ... -8.959 eV

Atomic partial charges in e from the Löwdin method, atoms 1 to 8: -0.070 -0.262 -0.111 0.074 0.063 0.079 0.098 0.111

=====

Which of them is the most stable, and which is the least stable? version b and version a, in that order.

=====

Version a
The following is a quantum chemistry calculation of an isolated molecule of C3H5O3, from the OMol25 dataset.

Atoms and positions in Å:
O1 0.96 -2.06 0.11
C1 0.44 -1.39 -0.78
O2 -0.18 -1.67 -1.82
C2 0.52 0.19 -0.44
C3 -0.73 0.58 0.34
O3 -0.49 1.59 1.32
H1 0.56 0.75 -1.37
H2 1.47 0.23 0.08
H3 -1.49 0.91 -0.36
H4 -1.07 -0.29 0.91
H5 0.02 1.17 2.01

Orbital gap (spin up / spin down) ... 11.65 / 6.94 eV
Molar mass ... 89.07 g mol⁻¹
HOMO (spin up / spin down) ... -10.922 / -10.552 eV
2S+1 ... 2
⟨S²⟩ ... 0.76

Atomic partial charges in e from the Löwdin method, atoms 1 to 8: 0.099 -0.588 0.210 -0.021 -0.237 -0.046 0.117 0.123

=====

Version b
The following is a quantum chemistry calculation of a cluster of 2 separate species, C3H5O3 in total, from the OMol25 dataset.

Atoms and positions in Å:
O1 -0.11 -2.30 1.17
C1 0.13 -1.44 0.35
C2 1.32 -0.50 0.35
H1 -0.63 -1.10 -0.39
H2 0.90 0.46 0.46
H3 1.76 -0.37 -0.63
H4 2.05 -0.64 1.15
O2 -1.21 0.96 0.58
C3 -1.37 1.48 -0.63
O3 -1.47 0.82 -1.72
H5 -1.37 2.63 -0.68

Orbital gap (spin up / spin down) ... 10.73 / 5.83 eV
Molar mass ... 89.07 g mol⁻¹
HOMO (spin up / spin down) ... -10.012 / -9.854 eV
2S+1 ... 2
⟨S²⟩ ... 0.76

Atomic partial charges in e from the Löwdin method, atoms 1 to 8: 0.059 -0.296 -0.042 0.108 0.031 0.083 0.087 0.143

=====

Which of them is the most stable, and which is the least stable? version a and version b, in that order.

=====

Version a
The following is a quantum chemistry calculation of the ion CH3O3 with charge +1, from the OMol25 dataset.

Atoms and positions in Å:
C1 0.84 0.03 0.03
O1 -2.45 -0.01 0.08
O2 -0.44 0.50 0.38
O3 -1.38 -0.34 -0.12
H1 0.73 -0.80 -0.72
H2 1.21 0.99 -0.50
H3 1.49 -0.37 0.86

Orbital gap (spin up / spin down) ... 8.72 / 8.88 eV
Molar mass ... 63.03 g mol⁻¹
HOMO (spin up / spin down) ... -18.696 / -18.744 eV
Charge ... +1

Need the Löwdin charges? In units of e they are: 0.019 0.341 0.067 0.134 0.131 0.161 0.147

=====

Version b
The following is a quantum chemistry calculation of a cluster of 2 separate species, CH3O3 in total, from the OMol25 dataset.

Atoms and positions in Å:
C1 -0.72 -1.45 -0.29
O1 0.47 0.99 -0.54
O2 -1.36 -2.34 -0.05
O3 0.17 0.78 0.85
H1 -0.15 -0.54 -0.43
H2 0.44 1.91 -0.73
H3 1.15 0.66 1.18

Orbital gap ... 10.94 eV
Molar mass ... 63.03 g mol⁻¹
HOMO ... -17.355 eV
Charge ... +1

Need the Löwdin charges? In units of e they are: 0.351 -0.073 0.385 -0.074 0.095 0.121 0.196

=====

Which of them is the most stable, and which is the least stable? version b and version a, in that order.